[1]
Computed, not measured: a 2-piece molecular cluster, C8H13NO3S overall at a distorted geometry, with the ωB97M-V functional and the def2-TZVPD basis.

Values from the calculation:
SMILES string = C=C/C=C(\N(C)C)S(=O)(=O)O.C#C
Energy relative to the best compared isomer or geometry (same formula, charge and spin) = 667.1 kJ/mol
2S+1 = 1
Kohn-Sham gap = 8.56 eV

Each line ends with the Löwdin charge.
Positions of all 26 atoms, in Å:
1 C 2.29 -0.99 -0.89  0.014
2 C 1.20 -1.28 -1.70  -0.157
3 C -0.10 -0.57 -1.68  -0.062
4 C -0.40 0.29 -0.63  -0.316
5 N 0.24 0.84 0.40  -0.247
6 C -0.54 1.11 1.63  -0.055
7 C 1.23 1.85 0.07  -0.102
8 S -2.22 0.83 -0.84  0.727
9 O -2.74 0.60 -2.20  -0.324
10 O -2.33 2.17 -0.31  -0.313
11 O -3.02 -0.29 0.09  -0.143
12 H 2.13 -0.20 -0.10  0.041
13 H 3.11 -1.70 -0.90  0.058
14 H 1.49 -2.01 -2.50  0.102
15 H -0.84 -0.74 -2.39  0.073
16 H -1.09 2.21 1.49  0.135
17 H -1.24 0.28 1.85  0.085
18 H 0.23 1.23 2.39  0.079
19 H 0.84 2.94 -0.01  0.125
20 H 2.22 1.78 0.55  0.086
21 H 1.64 1.66 -1.02  0.124
22 H -3.90 -0.28 -0.05  0.012
23 C 0.79 -2.44 2.20  0.007
24 C 0.27 -2.47 1.08  -0.022
25 H 1.25 -2.33 3.20  0.035
26 H -0.49 -2.47 0.31  0.037

[2]
Computed, not measured: a 40-piece molecular cluster, H80O40 overall at a distorted geometry, with the ωB97M-V functional and the def2-TZVPD basis.

Values from the calculation:
Energy relative to the best compared isomer or geometry (same formula, charge and spin) = 1960.9 kJ/mol
2S+1 = 1
Kohn-Sham gap = 9.58 eV

Each line ends with the Löwdin charge.
Positions of all 120 atoms, in Å:
1 H 3.34 1.80 4.71  -0.038
2 H 2.10 2.48 5.53  0.106
3 O 2.58 2.26 4.68  -0.006
4 H -2.01 -3.37 1.32  -0.040
5 H -0.57 -3.86 1.14  0.084
6 O -1.50 -4.11 1.55  -0.090
7 H -2.07 3.05 5.28  -0.054
8 H -0.86 2.89 5.56  -0.071
9 O -1.60 2.65 5.88  0.110
10 H 5.42 -0.13 3.09  0.043
11 H 5.36 0.60 1.96  -0.075
12 O 5.65 0.73 2.76  0.037
13 H -0.70 1.73 -4.05  0.072
14 H 0.21 2.77 -3.60  -0.072
15 O 0.28 1.95 -3.93  -0.013
16 H -3.91 0.08 1.52  0.085
17 O -3.06 0.41 1.16  -0.093
18 H -4.61 -1.79 -2.84  -0.068
19 O -4.17 -1.40 -2.19  -0.014
20 H 5.25 0.20 -1.79  0.003
21 H 4.00 -0.58 -1.94  0.074
22 O 4.94 -0.47 -2.34  -0.049
23 H 0.11 4.66 -4.85  0.024
24 H -0.87 4.74 -3.80  0.059
25 O 0.09 4.88 -3.95  -0.028
26 H -0.01 5.47 -0.50  -0.012
27 H 0.52 6.01 -1.96  -0.014
28 O 0.51 6.07 -1.02  -0.038
29 H -2.20 -1.53 -0.70  0.056
30 H -1.89 -2.99 -1.18  -0.072
31 O -1.56 -2.26 -0.89  0.035
32 H -4.17 2.66 -3.90  0.130
33 O -3.15 2.25 -3.92  -0.177
34 H 2.67 -2.00 5.53  0.081
35 H 2.25 -0.53 5.03  -0.003
36 O 2.33 -1.43 4.80  -0.051
37 H 0.63 1.32 2.26  0.078
38 H 0.65 1.50 3.87  0.021
39 O 0.17 1.00 3.17  -0.126
40 H 1.29 5.66 2.56  0.018
41 H 2.45 4.93 3.31  0.011
42 O 1.74 5.57 3.41  -0.074
43 H 1.01 3.61 1.27  0.058
44 H 2.50 2.51 1.57  0.094
45 O 1.77 3.21 1.85  -0.166
46 H 0.13 1.01 -1.25  -0.049
47 H -1.12 0.57 -0.43  0.100
48 O -0.72 0.80 -1.37  -0.009
49 H 1.27 -0.44 -1.43  -0.045
50 H 1.75 -1.53 -2.43  0.026
51 O 1.54 -0.59 -2.27  -0.015
52 H -3.50 -5.29 1.50  0.014
53 O -3.75 -4.73 0.81  0.008
54 H -3.86 5.22 -2.03  -0.003
55 H -3.41 3.79 -2.25  0.016
56 O -3.52 4.68 -2.70  -0.060
57 H -1.66 4.00 0.96  0.095
58 O -0.70 3.80 0.84  -0.032
59 H -5.83 1.91 -1.11  -0.018
60 H -5.01 2.00 0.32  -0.025
61 O -5.62 1.69 -0.27  0.030
62 H -2.74 -2.73 -4.90  0.083
63 H -4.26 -2.79 -4.59  -0.019
64 O -3.68 -2.43 -5.23  -0.067
65 H 1.99 -1.40 -4.38  0.021
66 H 3.50 -1.15 -4.15  0.122
67 O 2.74 -1.85 -3.98  -0.122
68 H 0.55 -4.30 4.83  0.060
69 H 0.86 -3.38 5.99  0.125
70 O 1.12 -3.52 4.98  -0.125
71 H 3.67 1.88 -0.46  -0.082
72 H 3.50 3.19 -1.20  0.102
73 O 3.28 2.22 -1.15  0.007
74 H 1.90 -5.16 -0.77  -0.058
75 H 2.83 -4.30 0.26  0.064
76 O 2.29 -5.14 0.02  -0.035
77 H 3.25 0.50 -3.64  0.033
78 H 2.15 0.40 -4.66  -0.094
79 O 2.81 0.97 -4.42  -0.054
80 H 1.19 0.24 -5.92  -0.090
81 H 1.47 -1.06 -6.67  0.047
82 O 1.69 -0.36 -6.15  0.115
83 H 2.21 -2.92 1.11  0.088
84 H 0.71 -2.82 0.16  0.084
85 O 1.63 -2.39 0.34  -0.165
86 H 0.28 -2.84 -3.10  0.069
87 H 1.70 -3.23 -3.50  0.007
88 O 0.91 -3.64 -3.06  -0.104
89 H -2.31 2.02 -0.83  -0.029
90 O -3.03 2.52 -0.49  -0.118
91 H -1.22 -4.94 -3.00  0.002
92 H -1.58 -4.62 -4.53  0.029
93 O -1.31 -4.36 -3.68  0.000
94 H -4.33 -5.30 0.42  -0.010
95 H -2.43 -0.14 1.78  0.107
96 H -0.69 3.10 0.23  0.001
97 H -4.83 -0.72 -1.78  0.102
98 H -3.42 1.25 -3.68  0.093
99 H -3.20 1.83 0.33  0.061
100 O 2.68 -3.52 2.54  -0.074
101 H 1.99 -4.09 2.88  0.042
102 H 2.18 -2.60 2.86  0.115
103 O -3.34 -0.04 5.33  -0.073
104 H -4.29 0.33 5.41  0.097
105 H -2.91 0.73 5.00  -0.038
106 O -0.05 -1.60 1.89  -0.113
107 H 0.49 -1.05 2.45  -0.028
108 H 0.39 -1.91 1.02  -0.022
109 O -2.55 -1.82 3.03  -0.118
110 H -2.05 -1.48 3.83  0.065
111 H -2.29 -2.79 3.18  0.069
112 O -2.53 2.37 3.03  -0.003
113 H -3.04 2.40 2.30  -0.057
114 H -1.67 2.65 2.70  0.031
115 O 1.88 0.13 1.58  -0.127
116 H 2.11 -0.65 1.02  0.034
117 H 2.03 -0.19 2.57  0.098
118 O 4.95 -3.17 -1.53  0.069
119 H 5.52 -3.69 -1.79  -0.099
120 H 4.38 -2.77 -2.17  0.015

[3]
Computed, not measured: C4H7NO2 in the gas phase, with the ωB97M-V functional and the def2-TZVPD basis.

Values from the calculation:
Energy relative to the best compared isomer or geometry (same formula, charge and spin) = 333.1 kJ/mol
2S+1 = 1
Kohn-Sham gap = 9.42 eV

Each line ends with the Löwdin charge.
Positions of all 14 atoms, in Å:
1 O 2.34 -0.43 0.98  -0.034
2 C 1.10 0.11 0.64  -0.208
3 C -0.79 1.89 -1.35  0.011
4 N -1.35 0.95 -0.62  -0.142
5 C -1.10 -0.49 -0.67  -0.111
6 C 0.30 -0.87 -0.19  -0.350
7 O 0.75 -1.97 -0.44  0.096
8 H 2.35 -1.32 0.59  0.084
9 H 0.50 0.37 1.53  0.141
10 H 1.22 1.05 0.08  0.118
11 H -0.10 1.34 -2.04  0.010
12 H -2.01 1.25 0.09  0.114
13 H -1.22 -0.86 -1.70  0.135
14 H -1.82 -1.03 -0.05  0.137

[4]
Computed, not measured: a 2-piece molecular cluster, C29H26F3NO3S overall at a distorted geometry, with the ωB97M-V functional and the def2-TZVPD basis.

Values from the calculation:
SMILES string = C#CCCCc1ccc2c(c1)Sc1cc(CCC(F)=C(F)F)cc(COC)c1N2.O=C1C=CC(=O)C=C1
2S+1 = 1
Kohn-Sham gap = 6.41 eV

Each line ends with the Löwdin charge.
Positions of all 63 atoms, in Å:
1 C 1.26 7.75 3.23  0.031
2 C -0.04 7.19 3.34  -0.102
3 C -1.41 6.26 3.15  -0.231
4 C -1.17 5.03 2.09  -0.221
5 C -2.59 4.25 1.67  -0.186
6 C -2.12 2.75 1.16  -0.143
7 C -2.52 1.48 2.18  -0.010
8 C -2.10 -0.09 1.82  -0.006
9 C -1.24 -0.30 0.43  -0.184
10 C -0.83 0.97 -0.59  -0.383
11 C -1.26 2.52 -0.26  -0.007
12 S 0.20 0.44 -2.11  0.779
13 C 1.39 -0.83 -1.33  -0.369
14 C 2.98 -0.89 -1.72  -0.026
15 C 3.91 -2.00 -0.93  -0.142
16 C 5.53 -2.14 -1.21  -0.179
17 C 5.92 -2.18 -2.81  -0.124
18 C 6.42 -3.70 -3.30  -0.031
19 F 6.10 -4.95 -2.55  -0.063
20 C 7.24 -3.74 -4.58  -0.028
21 F 6.53 -3.27 -5.81  -0.026
22 F 8.65 -4.20 -4.62  -0.020
23 C 3.21 -2.99 0.21  0.030
24 C 1.58 -2.94 0.59  -0.064
25 C 1.07 -3.98 1.75  -0.200
26 O 0.19 -3.39 2.77  -0.278
27 C 0.87 -2.35 3.56  -0.125
28 C 0.66 -1.83 -0.20  -0.108
29 N -0.82 -1.71 0.09  -0.009
30 H 2.31 8.30 3.12  0.046
31 H -2.26 6.98 2.80  0.111
32 H -1.70 5.83 4.21  0.120
33 H -0.40 4.29 2.61  0.131
34 H -0.70 5.41 1.09  0.115
35 H -3.22 4.12 2.65  0.108
36 H -3.15 4.78 0.79  0.119
37 H -3.12 1.64 3.19  0.094
38 H -2.37 -1.00 2.54  0.105
39 H -0.97 3.39 -0.99  0.101
40 H 3.41 -0.13 -2.53  0.107
41 H 6.08 -1.24 -0.65  0.131
42 H 5.87 -3.14 -0.71  0.106
43 H 5.03 -1.88 -3.50  0.117
44 H 6.83 -1.46 -2.98  0.129
45 H 3.97 -3.74 0.75  0.101
46 H 0.43 -4.82 1.20  0.144
47 H 1.96 -4.56 2.28  0.135
48 H 1.26 -1.43 2.95  0.102
49 H 1.70 -2.82 4.28  0.109
50 H 0.04 -1.92 4.31  0.107
51 H -1.17 -2.42 0.77  0.113
52 O -5.51 0.44 0.49  0.091
53 C -5.56 0.03 -0.67  -0.378
54 C -6.79 0.16 -1.47  0.019
55 C -6.85 -0.29 -2.73  0.019
56 C -5.68 -0.92 -3.37  -0.386
57 O -5.73 -1.33 -4.52  0.096
58 C -4.45 -1.05 -2.57  0.029
59 C -4.39 -0.60 -1.31  0.029
60 H -7.64 0.62 -0.98  0.121
61 H -7.75 -0.21 -3.33  0.121
62 H -3.60 -1.51 -3.05  0.124
63 H -3.50 -0.68 -0.71  0.087

[5]
Computed, not measured: C22H47N4O6SiSn as an isolated structure at a distorted geometry, with the ωB97M-V functional and the def2-TZVPD basis.

Values from the calculation:
Energy relative to the best compared isomer or geometry (same formula, charge and spin) = 37.3 kJ/mol
2S+1 = 1
Kohn-Sham gap (spin up / spin down) = 5.46 / 4.80 eV
Total charge = +3

Each line ends with the Löwdin charge.
Positions of all 81 atoms, in Å:
1 Sn -0.72 -1.07 0.45  1.378
2 C 3.48 -3.11 0.09  0.041
3 C 2.01 -2.74 -0.19  -0.174
4 N 1.38 -2.03 0.76  -0.060
5 O 2.02 -2.09 2.04  0.023
6 C 1.53 -2.92 -1.54  -0.168
7 C 2.27 -3.28 -2.80  0.028
8 N 0.19 -2.87 -1.79  0.169
9 O -0.60 -2.75 -0.69  -0.289
10 H 3.62 -3.38 1.13  0.095
11 H 4.16 -2.33 -0.31  0.116
12 H 3.61 -4.04 -0.45  0.093
13 H 1.26 -1.86 2.57  0.093
14 H 3.29 -3.53 -2.58  0.079
15 H 2.40 -2.41 -3.45  0.107
16 H 1.77 -4.16 -3.25  0.127
17 C -3.77 -3.21 4.01  -0.037
18 C -2.82 -2.66 2.88  -0.152
19 N -3.35 -2.96 1.51  -0.189
20 C -4.60 -2.29 1.44  -0.184
21 C -5.67 -2.86 2.43  -0.064
22 N -4.99 -3.79 3.37  -0.075
23 C -4.48 -4.94 2.51  -0.052
24 C -3.64 -4.40 1.35  -0.132
25 H -4.07 -2.45 4.73  0.143
26 H -3.33 -4.05 4.54  0.130
27 H -1.83 -3.14 2.90  0.113
28 H -2.66 -1.60 2.95  0.082
29 H -5.09 -2.38 0.43  0.145
30 H -4.51 -1.20 1.63  0.137
31 H -6.47 -3.39 1.89  0.146
32 H -6.12 -2.02 2.97  0.147
33 H -5.64 -4.09 4.14  0.222
34 H -5.34 -5.44 2.04  0.145
35 H -3.88 -5.62 3.15  0.150
36 H -4.04 -4.52 0.33  0.148
37 H -2.69 -4.90 1.41  0.120
38 C -1.77 2.98 0.66  -0.034
39 C -0.45 3.71 0.85  -0.623
40 C -0.36 4.95 -0.08  0.008
41 C -0.25 3.96 2.35  -0.012
42 O 0.55 2.78 0.45  -0.112
43 Si 1.00 1.74 -0.76  0.032
44 O 0.05 0.39 -0.77  -0.444
45 O 2.54 1.20 -0.62  -0.026
46 C 3.77 1.88 -0.21  -0.564
47 C 4.94 1.01 -0.72  0.001
48 C 3.79 1.79 1.35  -0.002
49 C 3.68 3.34 -0.66  0.002
50 O 0.82 2.51 -2.11  0.038
51 C 0.76 2.31 -3.52  -0.540
52 C -0.71 2.72 -3.88  0.043
53 C 1.04 0.85 -3.86  -0.007
54 C 1.78 3.24 -4.16  0.009
55 H -2.70 3.53 0.86  0.111
56 H -1.66 2.18 1.41  0.068
57 H -1.87 2.41 -0.27  0.075
58 H -1.16 5.67 0.18  0.114
59 H -0.40 4.66 -1.09  0.051
60 H 0.64 5.41 0.03  0.101
61 H -1.11 4.62 2.65  0.114
62 H 0.70 4.47 2.65  0.107
63 H -0.38 3.00 2.89  0.089
64 H 4.75 -0.04 -0.52  0.060
65 H 5.81 1.24 -0.06  0.117
66 H 5.12 1.17 -1.80  0.102
67 H 3.82 0.73 1.62  0.090
68 H 2.87 2.20 1.81  0.091
69 H 4.56 2.41 1.82  0.112
70 H 3.70 3.46 -1.75  0.087
71 H 4.55 3.97 -0.24  0.140
72 H 2.70 3.73 -0.23  0.094
73 H -1.54 2.30 -3.27  0.112
74 H -0.89 2.41 -4.90  0.102
75 H -0.86 3.77 -3.88  0.087
76 H 0.27 0.19 -3.47  0.079
77 H 1.97 0.49 -3.41  0.092
78 H 1.04 0.71 -4.93  0.106
79 H 1.78 4.25 -3.68  0.120
80 H 1.60 3.38 -5.23  0.114
81 H 2.78 2.83 -4.08  0.092